C29H22Cl5GaN3S2Se as an isolated structure in a non-equilibrium geometry. Source: the OMol25 dataset; level of theory: wB97M-V/def2-TZVPD.

CARTESIAN COORDINATES (ANGSTROEM)
C1 -4.8750 0.7089 -1.3119
H1 -5.9947 -2.2362 -3.4472
C2 -5.8558 0.7894 -2.2856
H2 0.6655 3.0679 2.1392
C3 -1.2000 3.3807 3.2115
C4 0.8428 1.6018 -1.1787
H3 2.1341 4.0458 0.7043
H4 2.8956 1.9722 1.6672
C5 -0.7884 -2.7748 -1.6166
C6 -0.5049 -3.6476 -0.6157
C7 -0.9124 -3.1968 -2.9140
C8 -3.1497 3.8363 1.8660
N1 2.8985 0.8388 -0.1090
S1 1.5245 -1.0580 -1.4719
H5 -6.3823 1.7205 -2.4008
C9 -0.5287 -4.4805 -3.2759
H6 2.4640 -2.3809 0.5213
H7 -3.2433 3.4147 3.9743
Cl1 -0.4618 -2.9583 0.9510
H8 -4.2104 4.0434 1.8486
N2 -6.2357 -0.2281 -3.0334
H9 -0.8214 3.3922 -1.2878
C10 -2.5838 3.5586 3.1183
H10 5.5028 0.2073 2.2232
H11 4.9052 0.5191 -0.0245
C11 -0.1419 -4.9634 -0.9088
C12 -0.3980 3.3611 2.0696
C13 -5.6148 -1.3995 -2.8626
N3 0.9779 2.8074 -0.5096
Cl2 0.3353 -6.9558 -2.6514
Cl3 0.4516 -5.9915 0.3714
Se1 -2.9046 -0.6364 0.1183
H12 4.1938 2.3445 0.5799
H13 -4.6688 1.5901 -0.6868
C14 -0.1554 3.7357 -0.4680
H14 2.8855 3.7175 -0.8624
C15 2.2850 3.2862 -0.0396
Ga1 -0.8578 -0.8647 -1.2027
H15 2.5480 -3.8245 2.4743
C16 1.8055 0.5662 -0.8619
C17 4.1892 -2.7053 3.4042
H16 3.9963 -0.7057 -0.9831
C18 4.9695 -1.5681 3.3485
C19 -2.3483 3.8700 0.7204
S2 -0.4955 1.2126 -2.2525
C20 -4.2139 -0.5228 -1.1866
Cl4 -1.4878 -2.0011 -4.0415
C21 3.0870 2.1286 0.5852
H17 5.6109 -1.2908 4.2065
C22 -4.5914 -1.6257 -1.9200
C23 -0.1710 -5.3821 -2.2606
H18 -2.8698 4.0345 -0.2250
H19 -4.0606 -2.5695 -1.8502
C24 3.2229 -2.1683 1.2869
C25 4.0159 -1.0149 1.1853
H20 -0.7362 3.1759 4.1718
H21 0.1841 4.7357 -0.7586
C26 3.9886 -0.1032 -0.0435
C27 3.2732 -2.9919 2.4017
C28 -0.9767 3.6715 0.7961
H22 4.2760 -3.3530 4.2742
Cl5 -0.6133 -5.0301 -4.8963
C29 4.9251 -0.7056 2.2256

- total charge = +1
- Kohn-Sham gap (Ha) = 0.186
- electronic energy (eV) = -236898.9419
- maximum force (eV/Å) = 3.662

Here are the Mulliken charges for atoms 1 to 8, given in e: -0.299 0.366 -0.377 0.069 -0.773 0.215 0.471 0.331

***

C29H22CrF6I2N7O2 as an isolated structure in a non-equilibrium geometry. Source: the OMol25 dataset; level of theory: wB97M-V/def2-TZVPD.

CARTESIAN COORDINATES (ANGSTROEM)
H1 4.4664 -1.2258 -0.9417
N1 1.9152 -0.1059 1.8313
H2 1.3218 -3.5253 1.4914
C1 -1.8077 1.4229 -2.3388
C2 1.3404 -3.6196 0.4063
C3 1.6031 0.4410 -1.6869
H3 1.5117 2.1795 -2.9483
H4 -1.5943 5.9892 0.8983
H5 -0.9067 -2.6464 4.6361
H6 0.1181 5.1190 -0.7330
O1 -0.4344 -2.0216 0.2433
C4 4.3731 0.5464 -2.1494
C5 -2.6792 1.5914 -3.4048
H7 -1.0031 -0.1765 -5.7378
C6 3.7968 1.2980 2.3382
C7 -0.1747 3.1130 -0.1105
H8 -3.5833 2.1699 -3.2608
H9 0.5465 2.6958 -0.7937
H10 5.4408 0.5957 -2.3142
C8 -2.7154 0.1530 4.0848
F1 1.0356 -2.7108 -2.1867
N2 0.2207 0.4362 -1.3778
F2 -0.5737 -5.5753 0.4309
I1 -2.5381 -1.1691 0.0048
C9 -0.0126 -3.3822 -1.6920
H11 0.2742 -1.7070 2.6831
N3 -0.8150 2.2209 0.6772
F3 -2.2060 -4.3603 -0.2741
N4 4.3813 2.2855 2.3022
H12 -2.7254 4.3729 2.3948
C10 3.0673 0.0610 2.3909
H13 1.6336 -4.6330 0.1429
H14 -2.0426 1.8953 -1.3951
H15 -3.5738 0.7134 4.4298
H16 -2.9176 -1.4158 5.5128
O2 1.4240 0.9297 1.2028
N5 4.0286 -1.9721 3.6669
N6 -0.9265 -0.0432 2.5142
H17 2.0277 -1.3163 -0.5649
H18 2.0790 -2.9315 0.0055
C11 3.6103 -1.0675 3.0962
F4 -1.3658 -4.0136 1.6840
C12 -1.6923 2.6817 1.5747
C13 -0.0455 -3.2824 -0.1475
C14 -1.0573 -4.3283 0.4156
C15 3.8270 -0.4649 -1.3726
C16 2.4589 -0.5207 -1.1581
C17 2.1624 1.4439 -2.4884
C18 -0.6435 0.6598 -2.4661
C19 -1.3703 4.9331 0.8312
H19 -3.1868 2.2201 2.8385
C20 3.5282 1.4933 -2.7138
C21 -2.3468 -1.0295 4.6791
C22 -2.0030 4.0412 1.6616
C23 -2.4027 1.0233 -4.6374
N7 -2.3568 1.8227 2.4302
H20 0.5198 -0.5018 -3.8485
H21 3.9386 2.2803 -3.3341
C24 -0.3704 0.1009 -3.7218
Cr1 -0.2666 0.2763 0.5208
C25 -1.9682 0.6273 3.0051
C26 -1.2370 0.2815 -4.7847
F5 -1.1085 -2.8785 -2.2615
I2 -4.8013 0.4663 0.1234
C27 -0.4198 4.4604 -0.0682
C28 -1.2345 -1.7153 4.1996
F6 0.1054 -4.6615 -2.0870
H22 -3.0819 1.1537 -5.4691
C29 -0.5674 -1.1937 3.1210

- 2S+1 = 4
- total charge = 0
- Kohn-Sham gap (spin up / spin down) (Ha) = 0.232 / 0.239
- electronic energy (eV) = -105884.7054
- maximum force (eV/Å) = 1.064
- relative energy (zero: lowest compared OMol25 entry of this formula, charge and spin) (kJ/mol) = 64.8
- ⟨S²⟩ = 3.7837

Here are the Mulliken charges for atoms 1 to 8, given in e: 0.498 0.208 0.425 -0.717 -1.663 0.303 0.482 0.429

***

C29H23BrCl2F2GaO9 as an isolated structure. Source: the OMol25 dataset; level of theory: wB97M-V/def2-TZVPD.

CARTESIAN COORDINATES (ANGSTROEM)
Cl1 -0.1229 -0.8233 0.9855
C1 -1.0610 -5.5411 -2.9809
H1 2.7322 1.6628 3.9577
C2 -3.1109 0.6925 -1.4141
C3 -1.8729 0.0864 -1.9633
C4 -0.7144 -6.3894 -4.1459
H2 4.7481 -1.7685 2.8292
H3 2.9237 4.1596 -1.9958
C5 3.0446 4.1163 0.1184
C6 -1.9123 -0.7263 -3.0168
Cl2 2.0679 -0.9989 4.2074
C7 3.1151 6.9818 0.0666
H4 1.9461 0.2931 0.8190
C8 -0.6135 -4.2928 -2.8773
C9 -5.0151 -0.2804 2.5428
C10 -5.8128 0.3210 3.6373
H5 -3.1125 -0.4306 1.6108
C11 4.6466 -1.9245 1.7516
C12 -3.8198 1.5143 4.4313
O1 0.6567 -2.5622 -3.8260
C13 -3.1912 -1.0633 -3.6841
C14 -3.7210 -0.0072 2.3990
H6 -5.2859 0.8090 -1.6665
C15 5.3157 -0.8176 1.0327
O2 -3.2342 -1.8084 -4.6416
H7 -3.2878 2.1798 5.0994
C16 0.6096 -4.5505 -5.0879
O3 4.8300 0.0950 0.4318
C17 -5.1134 1.2400 4.5714
O4 -6.9943 0.0743 3.7709
O5 -1.1253 -7.5277 -4.2461
C18 0.1591 -5.7971 -5.1903
C19 0.2519 -3.6974 -3.9264
O6 -1.8466 1.1591 3.1914
O7 2.9739 6.7434 -2.2687
H8 3.2808 1.3082 2.2894
H9 5.1675 -2.8534 1.4993
O8 -3.0935 1.4335 -0.4539
H10 0.4020 -6.4379 -6.0285
C20 1.5610 0.1475 2.9091
C21 3.0213 6.1925 -1.1889
H11 0.5290 0.4067 3.1430
H12 3.1364 8.0582 -0.0476
H13 -0.9462 0.3278 -1.4581
H14 3.0281 3.0388 0.2291
C22 2.4133 1.4142 2.9447
Ga1 2.7110 -2.1141 1.2285
H15 -5.7172 1.6654 5.3631
C23 3.1372 4.9058 1.3739
H16 -5.5466 -0.9481 1.8766
F1 2.0310 -3.5926 1.9883
H17 -1.6892 -5.9983 -2.2273
C24 1.5758 -0.4646 1.5076
O9 3.1850 4.3584 2.4527
Br1 2.6737 -2.5638 -1.1578
F2 6.6825 -0.8663 1.1083
H18 -0.8406 -3.6561 -2.0311
H19 3.2388 6.9398 2.1821
H20 1.2480 -4.0963 -5.8350
C25 -3.0211 0.9138 3.3308
C26 2.9904 4.7145 -1.0689
H21 -5.3561 -0.7168 -3.6404
C27 -4.4333 -0.4568 -3.1367
H22 1.8201 2.2551 2.5804
H23 -1.0168 -1.1788 -3.4237
C28 -4.3955 0.3561 -2.0853
C29 3.1697 6.3864 1.2541

- total charge = -1
- Kohn-Sham gap (Ha) = 0.230
- electronic energy (eV) = -201773.4862
- maximum force (eV/Å) = 0.930
- relative energy (zero: lowest compared OMol25 entry of this formula, charge and spin) (kJ/mol) = 0.0

Here are the Mulliken charges for atoms 1 to 8, given in e: -0.118 -0.390 0.430 0.329 -0.463 0.366 0.325 0.452

***

Q: Look up the total charge of the second one.
A: 0